15
Properties=species:S:1:pos:R:3:forces:R:3 method="wB97M-V/def2-TZVPD" e_above_lowest_kj_mol=0.00 energy_ha=-1045.21140 homo_lumo_gap_ev=9.5099 charge=+1 smiles="[NH3+][C@H](C=O)CSS" lumo_energy_ev=-3.78
S 1.060 -0.429 1.326 -0.03 0.03 0.09
S -0.609 0.286 2.280 -0.05 -0.30 -0.36
O -1.778 -0.154 -1.893 -0.09 0.02 -0.07
N 0.612 0.324 -2.702 0.17 0.18 -0.46
C -0.970 -0.651 -1.160 0.09 -0.04 0.14
C 1.132 0.493 -0.255 -0.32 -0.52 0.13
C 0.514 -0.366 -1.363 -0.12 0.00 -0.10
H 0.300 -0.256 -3.496 0.08 -0.01 0.42
H -1.220 -1.326 -0.330 -0.09 0.07 -0.03
H 1.058 -1.304 -1.453 0.04 -0.09 0.03
H 0.613 1.452 -0.161 0.29 -0.07 0.02
H 0.018 1.258 2.933 0.09 0.35 0.24
H 2.202 0.592 -0.425 0.06 0.39 -0.19
H 1.572 0.625 -2.885 -0.02 -0.01 -0.01
H 0.004 1.147 -2.731 -0.11 0.01 0.16